{
  "formula": "C19H23NO4S2",
  "method": "wB97M-V/def2-TZVPD",
  "species": ["H", "C", "C", "H", "H", "H", "C", "H", "C", "H", "C", "H", "H", "S", "O", "H", "H", "C", "O", "C", "N", "H", "C", "C", "H", "H", "H", "C", "C", "C", "C", "S", "O", "H", "C", "C", "H", "O", "H", "H", "H", "C", "H", "H", "C", "C", "H", "H", "C"],
  "coordinates": [[1.961, 2.558, 0.024], [-0.112, 0.355, 1.975], [-0.397, -5.336, -1.669], [-0.224, -7.413, -2.237], [2.472, 0.246, 0.005], [1.942, 5.103, 1.710], [0.549, 0.078, -0.948], [1.363, -2.668, -2.975], [-0.630, -0.937, 1.440], [-2.629, -0.232, 1.104], [1.308, -1.854, -2.280], [3.271, -1.778, -1.411], [-3.424, -2.383, 0.187], [0.302, 4.840, 0.011], [-2.098, -4.484, -0.127], [2.586, 2.669, 1.675], [-1.043, -5.062, -2.505], [-1.951, -1.069, 1.023], [0.206, 0.503, 3.140], [0.415, 2.672, 1.539], [-0.011, 1.368, 1.066], [-0.857, 4.391, 2.020], [-0.591, 3.765, 1.175], [-1.548, -3.367, 0.413], [-1.489, 3.378, 0.706], [0.469, 2.564, 2.629], [1.083, -6.840, -1.202], [-1.276, -5.590, -0.442], [2.278, -1.368, -1.468], [-0.270, 1.182, -0.353], [0.201, -2.047, 1.400], [-0.161, -0.974, -2.126], [-0.122, 6.206, 0.122], [-0.664, -5.883, 0.420], [-0.242, -3.249, 0.881], [-2.404, -2.268, 0.519], [1.036, -6.374, -2.902], [0.288, 4.242, -1.298], [-1.329, 0.958, -0.526], [0.441, -4.083, 0.852], [1.215, -1.962, 1.761], [0.425, -6.567, -2.024], [0.265, -4.491, -1.472], [-1.980, -6.400, -0.652], [1.821, 3.040, 0.993], [1.914, 4.534, 0.786], [2.719, 4.831, 0.124], [-0.049, 2.125, -0.867], [1.845, -0.260, -0.706]],
  "nbo_charge": [0.2276, 0.6903, -0.4308, 0.2044, 0.2224, 0.2368, -0.1772, 0.2354, -0.1727, 0.2140, -0.4204, 0.2243, 0.2269, 2.1669, -0.4900, 0.2361, 0.2067, -0.1757, -0.6152, -0.0508, -0.4457, 0.2537, -0.6808, 0.3076, 0.2570, 0.2673, 0.2027, -0.0585, -0.2526, -0.2899, -0.1530, 0.4544, -0.9300, 0.1687, -0.2638, -0.2576, 0.2150, -0.9548, 0.2145, 0.2128, 0.2223, -0.6062, 0.2097, 0.1941, -0.4373, -0.6524, 0.2577, 0.2662, -0.2801],
  "gap_ev": 8.95,
  "largest_force_ev_per_a": 0.8,
  "total_charge": 0,
  "multiplicity": 1,
  "lumo_ev": 0.57,
  "e_above_lowest_ev": 0.110,
  "smiles": "CCCOc1ccc(C(=O)N(Cc2cccs2)[C@H]2CCS(=O)(=O)C2)cc1"
}